# 1
9
Properties=species:S:1:pos:R:3:forces:R:3 method="wB97M-V/def2-TZVPD" multiplicity=3 relative_energy_ev=0.3140 homo_lumo_gap_ev="6.15 / 6.71" charge=-1 e_lumo_ev="3.374 / 1.490"
O 0.9766 1.1814 -0.2689 0.1 1.2 -0.3
H -1.2029 0.3356 0.6805 0.7 0.9 1.1
S 1.9954 0.1916 0.0716 -0.1 -2.4 2.0
C -1.7790 -0.1363 -0.0663 -3.1 -2.3 3.1
S -1.0568 -1.7680 -0.0349 -0.4 -0.2 -0.2
H -1.5621 0.3562 -0.9209 0.2 1.5 -2.9
H -2.9150 -0.1106 0.3365 2.5 -0.1 -1.2
O 2.8863 0.4308 1.2442 -0.4 0.8 -0.9
O 2.6574 -0.4807 -1.0419 0.5 0.5 -0.8


# 2
19
Properties=species:S:1:pos:R:3:forces:R:3 method="wB97M-V/def2-TZVPD" smiles=OOC[N@H+]1CO[C@@H](O)[C@@H]1I homo_lumo_gap_ev=10.02 charge=+1 e_lumo_ev=-4.115
H 1.5420 -1.6829 -1.1374 -0.1 0.3 0.9
N 0.3625 -0.1402 -0.1142 -1.4 -0.5 -1.1
I -0.5158 -2.5930 1.1804 -0.6 0.5 -0.7
H -1.0869 -1.3680 -1.2742 0.1 0.4 0.6
H 2.5380 0.7572 1.5937 0.3 -0.2 0.1
O -1.5161 1.1906 -0.7112 0.6 -1.3 -0.3
C -0.0906 1.2175 -0.6056 -1.2 2.0 1.2
C 1.6491 -0.7016 -0.6446 1.8 1.3 -0.1
H 0.3957 -0.0478 0.9072 0.7 -0.2 -0.2
O 2.9271 0.6171 0.7159 -0.2 0.5 -0.3
H -3.6565 0.4688 0.8274 -0.3 -0.1 0.0
C -0.8994 -0.9754 -0.2577 -0.2 -0.4 1.8
H 0.3699 1.5739 -1.5457 -0.2 -0.4 0.7
H 0.0749 1.8633 0.2925 0.7 0.0 -1.1
H -1.6167 0.5826 1.2323 0.3 -0.8 -0.4
O -3.2232 -0.1976 0.2816 1.2 0.3 -0.8
O 2.5925 -0.7284 0.4211 -1.0 -1.1 -0.7
H 2.0465 0.0175 -1.3940 -0.5 -0.4 0.3
C -1.8929 0.1464 0.2326 0.0 0.1 0.3


# 3
31
Properties=species:S:1:pos:R:3:forces:R:3 method="wB97M-V/def2-TZVPD" homo_lumo_gap_ev=4.85 charge=+1 e_lumo_ev=-5.664
H 1.1395 -0.5509 -2.1845 -0.1 -0.1 -0.2
C -2.4769 -2.2793 0.0769 -0.1 0.1 -0.2
N -0.1808 3.5701 2.3345 -1.2 1.5 -1.0
H 1.6535 0.8657 -1.3325 0.2 0.2 0.1
C 1.7205 -0.9695 -0.1908 0.4 0.2 -0.5
Ba -2.5273 5.3575 0.9045 -0.6 1.6 0.7
H 3.8737 -0.0074 -1.2424 0.0 0.3 0.0
H -1.7130 -2.6081 0.7708 0.2 -0.1 0.2
H -0.5893 1.0598 -1.5286 -0.2 -0.2 -0.3
H 3.2079 -2.4719 -0.0373 0.0 -0.4 0.1
N -0.3584 0.2427 -0.9740 0.3 0.7 0.8
H -3.0831 -3.1297 -0.1997 -0.1 -0.2 0.0
C 2.7822 -1.8625 -0.8260 0.3 0.5 0.2
C -2.8614 -0.0122 1.0501 0.1 0.0 -0.4
C -3.3308 -1.2063 0.6787 -0.2 0.5 0.4
C 1.0744 -0.0482 -1.2180 -0.5 -0.3 -0.3
H -2.0019 -1.9034 -0.8214 0.2 0.1 -0.1
H 2.3296 -2.5101 -1.5673 -0.2 -0.3 -0.1
H -2.5604 3.0987 1.8236 -0.1 0.5 -0.8
H 3.9321 -1.1867 -2.5513 0.0 0.2 -0.3
Ga -0.9344 0.5676 0.8182 -0.2 -1.7 -0.3
H 2.2233 -0.3672 0.5611 -0.1 0.0 0.4
H -0.0623 0.0104 1.9916 0.1 0.4 0.1
H -1.2240 3.6850 0.0473 -0.4 -0.4 -0.2
Cl -5.0037 -1.6514 0.9053 0.0 0.0 0.0
H 0.3650 4.3254 1.9223 0.5 -0.2 0.3
C 3.9288 -1.0632 -1.4753 -0.1 -0.5 0.0
Cl -3.9648 1.1543 1.8157 -0.3 -0.2 0.0
H 0.9715 -1.5867 0.2900 -0.2 -0.1 0.2
H 4.8850 -1.4357 -1.1287 0.2 0.0 0.1
P -1.2146 2.9130 1.2873 2.1 -2.4 1.2


# 4
44
Properties=species:S:1:pos:R:3:forces:R:3 method="wB97M-V/def2-TZVPD" homo_lumo_gap_ev=5.53 charge=+2 e_lumo_ev=-8.896
C -1.4990 -2.0003 -1.8668 0.0 0.0 0.0
C -3.0424 -0.8323 -0.5945 0.0 0.1 0.0
H -6.5954 0.1107 0.5644 0.0 0.0 0.0
C -3.2317 0.1559 0.3929 -1.4 -0.6 -0.6
C 2.1468 -1.4777 1.0679 0.0 0.2 0.0
N 5.7585 -4.5404 0.2144 -0.1 0.0 0.1
H -4.6233 -3.0724 -2.5776 0.0 0.0 0.0
C -5.4422 -1.1593 -0.7040 -0.3 -0.1 -0.1
H 1.6282 0.9130 -2.1561 0.0 0.0 0.0
C -3.8288 -2.5003 -2.1161 0.1 -0.1 -0.1
H 4.4970 0.9451 0.6473 0.0 0.0 -0.1
C 5.1193 -3.6093 0.4214 0.1 -0.2 -0.1
H -0.4613 -2.1810 -2.1191 0.0 0.0 0.0
S 1.7771 1.2905 1.2715 -1.2 0.0 0.0
H 2.5305 -3.5875 1.0004 0.0 0.0 -0.1
C 4.3068 -2.4502 0.6265 -0.2 0.2 0.0
C -4.5020 0.5016 0.7905 0.8 0.5 0.5
N 7.3335 -0.8975 -0.1733 -0.1 0.0 0.1
C 4.8609 -1.1587 0.5078 -0.2 -0.1 0.0
Ta -0.3159 0.3569 0.4846 0.7 -1.7 -2.1
H -2.0220 2.5474 -1.0617 0.0 0.0 0.0
H 1.7988 2.4110 -4.1162 0.0 0.0 0.0
N -1.7490 -1.0635 -0.9650 0.8 0.8 0.8
C 0.9397 2.4602 -3.4626 -0.1 0.1 0.0
C 6.2388 -1.0064 0.1558 0.2 0.0 -0.1
C -5.6048 -0.1688 0.2334 -0.1 -0.2 -0.2
C -1.1729 3.4129 -2.8253 0.1 0.0 -0.1
H -2.2675 -3.4814 -3.2090 0.0 0.0 0.0
I -7.1369 -2.1056 -1.4760 0.2 0.1 0.1
C 2.9571 -2.5976 0.9045 0.1 -0.1 0.0
C 4.0615 -0.0441 0.7016 0.2 0.0 0.0
O -2.0843 0.7119 0.8518 1.1 0.9 1.0
I -4.7302 2.0134 2.2090 -0.1 -0.2 -0.2
C -1.1910 2.5435 -1.7562 -0.2 0.0 0.0
C 2.7045 -0.1880 0.9836 -0.2 -0.1 0.0
C -0.0413 4.2257 -4.8497 0.0 0.1 -0.2
N -0.2037 1.6607 -1.5303 0.1 -0.8 1.2
C 0.8445 1.6298 -2.3693 0.1 -0.1 0.0
C -4.1368 -1.5215 -1.1539 0.2 0.1 0.1
C -0.0919 3.3699 -3.7048 0.0 -0.2 0.2
C -2.5192 -2.7360 -2.4685 0.0 0.0 0.0
H -1.9841 4.1110 -2.9738 0.0 0.0 0.0
N -0.0062 4.8888 -5.7863 0.0 0.0 0.1
S 0.4263 -1.7585 1.3403 -0.6 1.2 -0.4